[1]
Computed, not measured: a structure of composition C10H14CrN2P at a distorted geometry, with wB97M-V/def2-TZVPD.

Results
Maximum force ... 1.632 eV/Å
Total charge ... 0
Orbital gap (alpha / beta) ... 6.58 / 4.87 eV
Calculated total energy ... -51284.4932 eV
<S²> ... 3.84
Energy relative to the best compared isomer or geometry (same formula, charge and spin) ... 4.37 kcal per mole
2S+1 ... 4

Atoms and positions in Å:
C (-1.361519, -0.604034, -1.311063)
C (-0.119143, -1.264931, -1.619044)
C (0.209277, -2.125202, -0.530979)
C (-0.832970, -2.050295, 0.453823)
C (-1.829869, -1.116222, -0.009791)
Cr (-0.117986, 0.151857, 0.345164)
P (-0.465373, 2.424252, -0.261275)
H (-1.938054, 0.025682, -1.992519)
H (0.431018, -1.174515, -2.552344)
H (1.061520, -2.806533, -0.496283)
H (-2.800281, -0.917269, 0.452541)
H (-0.935488, -2.696907, 1.328130)
H (-1.560497, 3.009057, 0.451838)
H (-0.886299, 2.647177, -1.607737)
H (0.547670, 3.413245, -0.126451)
N (1.299522, 1.947121, 2.125179)
C (2.022423, 0.766056, 2.308328)
C (3.217714, 0.753571, 3.036727)
C (3.798032, -0.476813, 3.327252)
C (3.182704, -1.626184, 2.815654)
C (2.057764, -1.521082, 2.009049)
N (1.476409, -0.321376, 1.732155)
H (0.336320, 1.922835, 2.464310)
H (1.769783, 2.773366, 2.484811)
H (3.610968, 1.699615, 3.409056)
H (4.700527, -0.547403, 3.932070)
H (3.597302, -2.615939, 3.010836)
H (1.603474, -2.400665, 1.558766)

Atoms 1-2, force components in eV/Å:
-0.41 -0.29 0.73
-0.36 -0.05 0.85

So, what does the natural (NBO) scheme give us? The charges, in e, come out as:
1. C -0.38
2. C -0.34
3. C -0.31
4. C -0.37
5. C -0.39
6. Cr 0.45
7. P 0.14
8. H 0.23
9. H 0.23
10. H 0.22
11. H 0.23
12. H 0.23
13. H 0.01
14. H -0.01
15. H -0.01
16. N -0.82
17. C 0.39
18. C -0.28
19. C -0.15
20. C -0.29
21. C 0.07
22. N -0.52
23. H 0.40
24. H 0.38
25. H 0.22
26. H 0.22
27. H 0.22
28. H 0.22


[2]
Computed, not measured: a structure of composition C22H33IN7O3SSiV at a distorted geometry, with wB97M-V/def2-TZVPD.

Results
Maximum force ... 2.168 eV/Å
Total charge ... -1
Orbital gap (alpha / beta) ... 6.93 / 7.10 eV
Calculated total energy ... -92428.2271 eV
<S²> ... 3.76
Energy relative to the best compared isomer or geometry (same formula, charge and spin) ... 60.52 kcal per mole
2S+1 ... 4

Atoms and positions in Å:
V (0.523565, 0.899260, 0.834154)
N (-0.888758, -0.549415, -2.218783)
C (-0.813667, 0.690873, -2.973253)
C (-0.826951, 1.937329, -2.100793)
N (0.296073, 2.137223, -1.170011)
C (1.601289, 2.407956, -1.799493)
C (2.437021, 1.157753, -2.081298)
N (2.375346, 0.300653, -0.917014)
H (-0.621001, -1.340561, -2.788837)
H (-1.831005, -0.731364, -1.892347)
H (-1.638962, 0.825476, -3.687031)
H (0.094404, 0.671533, -3.575513)
H (-1.741480, 1.934776, -1.501006)
H (-0.900058, 2.793855, -2.788998)
H (0.045782, 2.957871, -0.627918)
H (2.166797, 3.017974, -1.092301)
H (1.499167, 2.994480, -2.723305)
H (3.448252, 1.491127, -2.347243)
H (2.055153, 0.600225, -2.934958)
H (2.833960, 0.692618, -0.092770)
H (2.789104, -0.609876, -1.070954)
I (-0.959634, 1.928488, 2.861136)
C (2.432137, -0.365484, 4.661928)
Si (2.754581, -0.545852, 2.828461)
C (1.677667, -1.941496, 2.194267)
C (4.542089, -1.072222, 2.556279)
N (2.314590, 0.848930, 1.914628)
C (2.837801, 2.106619, 2.149796)
C (2.311558, 3.230626, 1.480374)
C (2.813827, 4.508381, 1.654567)
C (3.885798, 4.734935, 2.505151)
C (4.423131, 3.648537, 3.184701)
C (3.916523, 2.371809, 3.018700)
H (2.515668, -1.332933, 5.164684)
H (1.417906, 0.013750, 4.809054)
H (3.119776, 0.327462, 5.149184)
H (2.024945, -2.906403, 2.571332)
H (1.693428, -1.987808, 1.101407)
H (0.643992, -1.807282, 2.525063)
H (4.736288, -2.019240, 3.067457)
H (5.263333, -0.341468, 2.924518)
H (4.741476, -1.222978, 1.491604)
H (1.442853, 3.114012, 0.833056)
H (2.351855, 5.335682, 1.128292)
H (4.282221, 5.731313, 2.647096)
H (5.251992, 3.797948, 3.867124)
H (4.357068, 1.559011, 3.579764)
O (-5.802536, -5.369712, -4.727742)
S (-5.094804, -5.519026, -3.472949)
O (-3.653308, -5.597135, -3.586939)
O (-5.688339, -6.452486, -2.532402)
C (-5.390407, -3.926019, -2.634427)
N (-6.644182, -3.458954, -2.631585)
C (-6.849630, -2.317125, -1.998492)
C (-5.836054, -1.605793, -1.371254)
C (-4.577499, -2.175865, -1.431701)
N (-4.355805, -3.331340, -2.049336)
C (-3.372854, -1.542294, -0.827668)
C (-3.275787, -0.170345, -0.622293)
C (-2.100181, 0.348182, -0.123074)
N (-1.043815, -0.404910, 0.201552)
C (-1.146983, -1.724471, 0.026876)
C (-2.276099, -2.327307, -0.492257)
H (-7.870409, -1.946405, -1.987157)
H (-6.036752, -0.680525, -0.849660)
H (-4.088226, 0.498140, -0.871778)
H (-1.999359, 1.416904, 0.032557)
H (-0.279282, -2.312816, 0.288896)
H (-2.314594, -3.394800, -0.659114)

Atoms 1-2, force components in eV/Å:
0.85 -0.71 -0.86
0.73 0.09 -2.04

So, what does the natural (NBO) scheme give us? The charges, in e, come out as:
1. V 0.93
2. N -0.86
3. C -0.22
4. C -0.22
5. N -0.67
6. C -0.23
7. C -0.22
8. N -0.85
9. H 0.37
10. H 0.38
11. H 0.18
12. H 0.19
13. H 0.21
14. H 0.18
15. H 0.38
16. H 0.22
17. H 0.19
18. H 0.18
19. H 0.19
20. H 0.41
21. H 0.38
22. I -0.50
23. C -1.14
24. Si 1.82
25. C -1.11
26. C -1.13
27. N -1.30
28. C 0.29
29. C -0.30
30. C -0.18
31. C -0.29
32. C -0.18
33. C -0.30
34. H 0.23
35. H 0.26
36. H 0.23
37. H 0.24
38. H 0.22
39. H 0.24
40. H 0.23
41. H 0.23
42. H 0.22
43. H 0.17
44. H 0.20
45. H 0.20
46. H 0.20
47. H 0.20
48. O -1.00
49. S 2.40
50. O -1.00
51. O -1.00
52. C 0.15
53. N -0.41
54. C 0.08
55. C -0.31
56. C 0.19
57. N -0.44
58. C -0.02
59. C -0.28
60. C 0.07
61. N -0.53
62. C 0.06
63. C -0.18
64. H 0.19
65. H 0.21
66. H 0.23
67. H 0.22
68. H 0.22
69. H 0.26


[3]
Computed, not measured: a structure of composition C36H37FN9PRuS7 at a distorted geometry, with wB97M-V/def2-TZVPD.

Results
Maximum force ... 3.072 eV/Å
Total charge ... -1
Orbital gap (alpha / beta) ... 5.07 / 5.85 eV
Calculated total energy ... -141776.9229 eV
<S²> ... 0.83
2S+1 ... 2

Atoms and positions in Å:
Ru (0.156970, -0.804996, 0.255874)
S (0.109924, -1.783525, -2.070571)
C (0.600757, -3.431247, -1.880280)
C (0.591517, -4.191942, -3.056166)
N (0.575673, -4.789273, -4.038691)
C (0.993582, -3.994381, -0.680360)
S (1.129073, -3.157057, 0.808123)
C (1.342236, -5.356212, -0.622734)
N (1.612958, -6.468596, -0.524349)
C (-3.171805, -4.061448, 2.291112)
C (-2.548233, -3.640778, 0.958206)
C (-2.316872, -4.871644, 0.081105)
C (-3.399913, -2.599694, 0.266618)
C (-4.558166, -2.975657, -0.386983)
C (-5.360298, -2.038907, -1.009838)
C (-4.979473, -0.715126, -0.993717)
C (-3.818193, -0.284351, -0.362376)
C (-3.539139, 1.200242, -0.512300)
C (-3.022522, 1.445575, -1.935375)
C (-2.595495, 1.833751, 0.500661)
C (-3.028629, -1.235711, 0.309673)
N (-1.911310, -0.902479, 1.080795)
C (-2.097911, -0.673705, 2.393657)
C (-3.373059, -0.480955, 2.980940)
C (-3.518749, -0.183933, 4.316818)
C (-2.415053, -0.044737, 5.147475)
C (-1.149719, -0.261522, 4.623324)
C (-1.015119, -0.585461, 3.295748)
F (0.239250, -0.875871, 2.825261)
H (-2.519459, -4.773623, 2.792878)
H (-4.140352, -4.532818, 2.131617)
H (-3.314925, -3.202607, 2.943586)
H (-1.567382, -3.193547, 1.172838)
H (-3.225126, -5.461103, -0.027244)
H (-1.555636, -5.508324, 0.528599)
H (-1.977994, -4.576026, -0.909285)
H (-4.850834, -4.012507, -0.403789)
H (-6.281352, -2.332716, -1.490033)
H (-5.601225, 0.023204, -1.482356)
H (-4.506276, 1.713084, -0.418729)
H (-2.063781, 0.940779, -2.070719)
H (-2.893278, 2.513397, -2.113763)
H (-3.715219, 1.045194, -2.671631)
H (-1.593330, 1.417730, 0.396053)
H (-2.944252, 1.666756, 1.516767)
H (-2.538896, 2.909695, 0.332969)
H (-4.244577, -0.565038, 2.348218)
H (-4.512037, -0.046089, 4.722592)
H (-2.533406, 0.213404, 6.188135)
H (-0.261646, -0.183423, 5.229499)
N (0.740736, 1.152561, 1.068612)
C (0.712568, 1.952412, 1.920651)
C (0.837678, 3.047154, 2.727523)
C (1.929442, 3.815668, 2.340196)
N (2.839298, 4.352938, 1.870601)
C (-0.058072, 3.345858, 3.747525)
N (-0.818737, 3.591953, 4.575768)
C (2.963360, 2.315026, -3.447234)
N (3.094988, 2.353537, -1.958436)
C (2.658996, 3.707888, -1.462455)
N (1.345506, 4.023152, -1.903908)
C (1.261393, 3.948994, -3.349682)
N (1.632715, 2.635894, -3.847426)
C (0.659979, 1.621034, -3.469154)
P (0.472131, 1.389347, -1.605550)
C (2.309429, 1.272408, -1.335637)
C (0.331267, 3.225416, -1.244287)
H (3.222831, 1.310014, -3.792874)
H (3.663514, 3.042977, -3.872541)
H (4.077298, 2.192762, -1.620571)
H (3.369113, 4.440117, -1.861476)
H (2.701480, 3.717411, -0.367657)
H (1.937168, 4.697371, -3.782251)
H (0.238399, 4.168775, -3.659111)
H (0.953149, 0.665412, -3.914323)
H (-0.305226, 1.899667, -3.900167)
H (2.643820, 0.302855, -1.730962)
H (2.513606, 1.265776, -0.257458)
H (-0.654083, 3.567484, -1.569382)
H (0.405420, 3.387102, -0.166830)
C (5.416190, 2.015866, 1.462086)
S (5.616266, 1.718481, -0.322979)
C (5.829114, -0.026532, -0.419460)
C (4.962515, -0.980537, 0.023610)
S (3.515638, -0.728384, 0.857089)
S (5.554161, -2.641344, -0.251761)
C (7.084354, -2.242265, -0.987505)
S (8.176365, -3.344727, -1.502118)
S (7.353206, -0.534014, -1.128816)
H (4.988692, 3.008214, 1.569303)
H (6.393034, 1.957558, 1.933455)
H (4.739994, 1.262941, 1.857739)

Atoms 1-2, force components in eV/Å:
-0.22 -2.98 -0.71
-0.22 1.13 1.98

So, what does the Mulliken scheme give us? The charges, in e, come out as:
1. Ru 0.99
2. S -0.41
3. C 0.57
4. C -0.23
5. N -0.55
6. C 0.61
7. S -0.14
8. C -0.35
9. N -0.52
10. C -1.60
11. C 1.72
12. C -1.90
13. C 1.20
14. C -0.39
15. C -1.46
16. C -0.84
17. C 0.41
18. C 0.67
19. C -1.43
20. C -1.77
21. C -1.85
22. N 3.33
23. C 0.05
24. C -0.48
25. C -0.76
26. C -0.70
27. C -0.60
28. C -0.58
29. F -0.34
30. H 0.42
31. H 0.34
32. H 0.31
33. H -0.90
34. H 0.48
35. H 0.41
36. H 0.38
37. H 0.37
38. H 0.38
39. H 0.50
40. H 0.56
41. H 0.05
42. H 0.39
43. H 0.65
44. H 0.38
45. H 0.52
46. H 0.57
47. H 0.48
48. H 0.42
49. H 0.37
50. H 0.47
51. N 0.22
52. C -0.25
53. C -0.30
54. C 0.15
55. N -0.78
56. C -0.08
57. N -0.59
58. C -0.78
59. N 0.70
60. C -0.22
61. N 0.25
62. C -1.02
63. N 0.16
64. C -1.21
65. P 1.67
66. C -0.80
67. C -1.36
68. H 0.44
69. H 0.36
70. H -0.40
71. H 0.33
72. H -0.08
73. H 0.31
74. H 0.39
75. H 0.46
76. H 0.39
77. H 0.80
78. H 0.03
79. H 0.35
80. H 0.44
81. C -0.72
82. S -0.27
83. C -0.04
84. C 0.19
85. S -0.47
86. S 0.01
87. C 0.06
88. S -0.27
89. S -0.13
90. H 0.31
91. H 0.38
92. H 0.16


[4]
Computed, not measured: a cluster of 2 separate species, C2H7OS in total at a distorted geometry, with wB97M-V/def2-TZVPD.

Results
Maximum force ... 2.301 eV/Å
Total charge ... -1
Orbital gap ... 6.26 eV
Calculated total energy ... -15069.0895 eV
Energy relative to the best compared isomer or geometry (same formula, charge and spin) ... 53.41 kcal per mole

Atoms and positions in Å:
O (-2.841135, 0.464743, 1.227727)
H (-3.435983, -0.093723, 0.658557)
C (-0.662273, -0.166393, -0.301222)
S (0.616443, 0.469608, 0.646630)
C (2.258384, -0.033672, -0.130190)
H (-0.800971, -1.256496, -0.550437)
H (-1.072755, 0.403376, -1.141759)
H (-1.913749, 0.343252, 0.550664)
H (2.982866, 0.740971, 0.165026)
H (2.674293, -1.001537, 0.140089)
H (2.194876, 0.129867, -1.265083)

Atoms 1-2, force components in eV/Å:
-0.04 -0.76 -1.93
0.62 0.80 1.00

So, what does the natural (NBO) scheme give us? The charges, in e, come out as:
1. O -1.09
2. H 0.42
3. C -1.09
4. S 0.17
5. C -0.78
6. H 0.17
7. H 0.17
8. H 0.46
9. H 0.19
10. H 0.18
11. H 0.19


Look up the total charge of the first one.
0


maximum force of number 1 (C10H14CrN2P)?
1.632 eV/Å


The highest calculated total energy belongs to which entry?
C2H7OS